#w
Formula: CH3Cl2N4
Source: the OMol25 dataset
Level of theory: wB97M-V/def2-TZVPD

Results
HOMO level (alpha / beta)	-15.021 / -15.020	eV
LUMO energy (alpha / beta)	-6.327 / -6.327	eV
gap between HOMO and LUMO (alpha / beta)	0.31950 / 0.31945	Eh

```
! wB97M-V def2-TZVPD RIJCOSX def2/J DEFGRID3
* xyz 1 1
C 0.4396 0.9349 -3.1743
N 0.6692 0.6917 -2.0689
N -0.3479 -0.3213 1.6718
N -1.5313 -0.2941 1.2312
N 0.6191 0.0117 0.8206
Cl -2.7859 -0.7263 2.2526
Cl 2.2535 -0.7471 1.1382
H 0.1481 1.1565 -4.1630
H 0.1968 -0.7450 2.4528
H 0.3389 0.0390 -0.1611
*
```

=====

#x
Formula: CH3Cl2N4
Source: the OMol25 dataset
Level of theory: wB97M-V/def2-TZVPD

Results
SMILES	ClN1NC=[NH+]N1Cl
HOMO level	-14.603	eV
LUMO energy	-5.682	eV
gap between HOMO and LUMO	0.32782	Eh

```
! wB97M-V def2-TZVPD RIJCOSX def2/J DEFGRID3
* xyz 1 1
C -0.8100 -0.8167 0.0937
N 0.4587 -1.0140 -0.1196
N 1.1722 0.1817 -0.1034
N 0.2312 1.1967 -0.0608
N -0.9642 0.5931 0.2526
Cl 2.2429 0.2214 1.3412
Cl 0.1243 1.9369 -1.7271
H -1.6024 -1.5392 0.1818
H 0.9554 -1.8880 -0.2508
H -1.8080 1.1281 0.3923
*
```

=====

Relative energies, in kcal/mol, with the most stable structure set to zero: #w 17.6; #x 0.0.

=====

#w
Formula: C2H8N4S
Source: the OMol25 dataset
Level of theory: wB97M-V/def2-TZVPD

Results
SMILES	[H]/N=C(/NS)NNC
HOMO level	-9.105	eV
LUMO energy	0.835	eV
gap between HOMO and LUMO	0.36529	Eh

```
! wB97M-V def2-TZVPD RIJCOSX def2/J DEFGRID3
* xyz 0 1
C -0.6465 -2.8530 -0.4444
C -0.2122 0.1194 -0.0201
H 0.0151 -2.4096 -1.1931
H 0.0082 -3.3336 0.3006
H -1.2590 -3.6183 -0.9372
H -2.3035 -1.6041 -0.3237
H -0.4677 -1.0035 1.6566
H -0.8055 -0.4964 -1.7204
H 0.0508 1.3245 1.5694
H 0.5589 2.7633 -0.7635
N -1.5281 -1.9268 0.2424
N -0.8927 -0.7951 0.7771
N -0.2568 0.2585 -1.2942
N 0.5508 0.9949 0.7676
S 1.5152 2.1912 0.0468
*
```

=====

#x
Formula: C2H8N4S
Source: the OMol25 dataset
Level of theory: wB97M-V/def2-TZVPD

Results
SMILES	CN/C(=N\N)NS
HOMO level	-8.239	eV
LUMO energy	0.809	eV
gap between HOMO and LUMO	0.33251	Eh

```
! wB97M-V def2-TZVPD RIJCOSX def2/J DEFGRID3
* xyz 0 1
C -0.1879 -0.8462 -2.0031
C 0.0784 0.5456 -0.0064
H 0.4066 -1.1382 -2.8882
H -1.0152 -0.2013 -2.3320
H -0.6345 -1.7109 -1.5326
H 1.4902 -0.6298 -0.8053
H 0.2214 0.8288 1.9686
H -0.8893 -1.6745 1.7020
H -0.2595 1.9869 -1.9386
H -1.4241 2.8971 -1.2479
N 0.6816 -0.0955 -1.0926
N 0.5512 0.1849 1.2738
N -0.7795 1.4854 -0.0803
N -1.0821 1.9476 -1.3689
S 0.4477 -1.4507 1.7504
*
```

=====

Relative energies, in kcal/mol, with the most stable structure set to zero: #w 2.8; #x 0.0.